Density functional theory data (the ωB97M-V functional and the def2-TZVPD basis) for a cluster of 2 separate species, CN2O2 in total in a non-equilibrium geometry.

Calculated values
**Kohn-Sham gap**: 13.40 eV
**LUMO**: 0.408 eV
**Relative energy (zero: lowest compared OMol25 entry of this formula, charge and spin)**: 0.452 eV
**Structure (SMILES)**: O=C=O.N#N

Structure (XYZ):
```
5
Properties=species:S:1:pos:R:3:forces:R:3
O 2.387881 -0.022275 0.503066 1.2 0.0 -0.8
C 1.436218 -0.104477 -0.148629 -0.8 0.1 2.3
O 0.333573 -0.165396 -0.489463 0.7 -0.3 -1.7
N -2.139735 -0.372566 0.203008 -0.2 0.8 -0.1
N -1.883556 0.649947 -0.090057 -0.9 -0.6 0.4
```
Positions in Å, forces in eV/Å.



Density functional theory data (the ωB97M-V functional and the def2-TZVPD basis) for a structure of composition C13H28ClINO6P2S2 in a non-equilibrium geometry.

Calculated values
**Kohn-Sham gap**: 9.58 eV
**LUMO**: -2.759 eV
**Net charge**: +1

Structure (XYZ):
```
54
Properties=species:S:1:pos:R:3:forces:R:3
O 3.037460 0.511610 0.321410 -3.1 0.9 1.1
P 1.820392 1.374151 0.155229 2.5 -1.0 1.5
N 0.576912 0.632077 -0.926330 0.7 0.8 1.4
C 0.640305 -0.844883 -0.696945 0.0 -1.5 -1.0
C -0.618926 -1.615780 -1.169713 -0.6 0.2 0.7
C -1.980414 -0.861811 -1.073979 0.1 0.6 -0.6
C -1.863178 0.664896 -1.417243 0.4 -0.5 1.0
I -1.442064 0.839453 -3.530599 -0.1 0.3 0.3
P -3.526824 1.497359 -1.068584 -0.9 0.5 -1.2
O -3.284640 3.089390 -1.564391 0.0 -1.9 1.0
Cl -3.554221 1.466408 1.030540 0.5 0.3 -0.3
C -0.724299 1.242725 -0.552566 -1.2 0.2 -0.7
H 1.195017 1.557857 1.423110 -0.5 0.0 -0.8
H 2.107607 2.665296 -0.353969 -0.6 -0.4 -0.2
H 0.883379 0.898147 -1.885987 -0.3 0.0 -0.1
H 1.483385 -1.210626 -1.296186 -0.1 0.2 0.2
H 0.911985 -1.080496 0.337376 -0.4 0.5 0.0
H -0.502932 -2.033238 -2.173379 0.2 0.4 0.1
H -0.707172 -2.484091 -0.504599 0.1 0.1 -0.2
H -2.647268 -1.298610 -1.824703 0.0 -0.1 0.3
H -2.462260 -0.963420 -0.089903 0.3 -0.1 -0.1
H -2.356300 3.206789 -1.766678 0.4 0.6 -0.2
H -0.673773 2.337900 -0.648968 0.3 -0.3 0.0
H -0.956300 1.007992 0.494216 0.2 -0.1 -0.2
C 5.742466 0.931914 -2.231309 -0.1 0.1 -0.4
C 5.709080 1.868579 -3.444178 0.1 0.1 0.1
C 4.444329 1.538003 -4.243762 0.2 0.3 -0.3
S 3.262269 0.897149 -3.061835 1.8 -0.3 -0.2
O 2.992357 -0.487612 -3.367631 -0.6 0.2 0.2
O 2.175483 1.851612 -2.898001 -0.8 -0.1 0.3
C 4.338581 0.969541 -1.638488 1.2 -0.3 -0.7
H 6.490226 1.239641 -1.502322 0.0 0.0 0.0
H 5.983493 -0.083673 -2.553328 0.0 0.0 0.1
H 5.669028 2.905627 -3.103130 0.0 0.0 0.0
H 6.600020 1.762438 -4.060912 -0.1 0.0 -0.1
H 4.024530 2.417588 -4.727395 -0.1 -0.1 0.0
H 4.627414 0.760916 -4.984016 -0.1 -0.1 0.1
H 4.125601 0.136599 -0.971670 0.4 0.3 -0.8
H 4.152961 1.915951 -1.127813 0.2 -0.1 -0.1
C -3.096607 -2.511626 5.175682 0.1 0.1 0.0
C -3.732139 -1.116745 5.184149 0.0 -0.1 0.1
C -3.860608 -0.664380 3.725495 0.1 0.3 0.4
S -4.015277 -2.159027 2.748090 -0.5 -0.1 0.3
O -2.848905 -2.274028 1.895718 -0.1 0.1 -0.2
O -5.352647 -2.248763 2.217049 0.4 0.0 -0.3
C -3.845817 -3.302761 4.108723 0.2 -0.2 0.3
H -3.163725 -2.993036 6.150195 0.0 0.0 0.0
H -2.039130 -2.435127 4.909590 0.0 0.0 0.0
H -4.722528 -1.170129 5.641069 0.0 0.0 0.0
H -3.142911 -0.407917 5.764930 0.0 0.0 0.0
H -4.740024 -0.043476 3.569616 0.0 -0.1 -0.2
H -2.969600 -0.137221 3.388282 0.0 -0.1 -0.1
H -3.315199 -4.192371 3.776219 -0.1 0.0 -0.1
H -4.848592 -3.566761 4.443823 0.0 0.0 -0.1
```
Positions in Å, forces in eV/Å.



Density functional theory data (the ωB97M-V functional and the def2-TZVPD basis) for a cluster of 7 separate species, C34H96N17O5P5 in total in a non-equilibrium geometry.

Calculated values
**Kohn-Sham gap**: 8.80 eV
**LUMO**: 0.471 eV
**Relative energy (zero: lowest compared OMol25 entry of this formula, charge and spin)**: 2.932 eV
**Structure (SMILES)**: CN(C)P(=O)(N(C)C)N(C)C.CN(C)P(=O)(N(C)C)N(C)C.CN(C)P(=O)(N(C)C)N(C)C.CN(C)P(=O)(N(C)C)N(C)C.CN(C)P(=O)(N(C)C)N(C)C.CC#N.CC#N

Structure (XYZ):
```
157
Properties=species:S:1:pos:R:3:forces:R:3
C -1.111272 1.522729 3.029427 -1.1 0.4 0.9
N -0.780663 0.456279 3.960176 0.1 0.9 -0.5
C 0.243958 -0.504180 3.630714 1.4 1.5 -1.5
P -1.720549 0.233651 5.235672 -2.0 -0.3 2.4
O -1.238972 -0.849527 6.113965 0.1 -0.5 -0.3
N -1.855112 1.707522 6.044321 1.4 1.1 -1.0
C -0.589040 2.465428 6.061496 -1.2 1.7 -0.9
C -2.552476 1.737789 7.333294 2.5 0.6 0.4
N -3.323786 0.011698 4.799709 0.7 0.5 0.0
C -4.191223 1.089070 4.381885 0.1 0.2 0.6
C -3.875718 -1.282141 4.543757 -0.8 -0.9 -0.3
H -1.648048 1.243999 2.132607 -0.2 -0.6 -0.3
H -0.229191 2.016077 2.733480 1.3 0.7 -0.5
H -1.742806 2.302375 3.529251 0.5 -0.8 -0.3
H 0.501654 -1.132937 4.453828 -0.2 -0.4 0.5
H 1.200141 0.051935 3.356275 -1.1 -0.7 0.1
H -0.096732 -1.062217 2.758453 0.4 -0.3 0.0
H -0.255346 2.763567 5.061431 -0.4 -0.1 0.0
H -0.756376 3.417454 6.586581 0.0 -0.3 0.0
H 0.275597 2.017688 6.462195 0.8 -1.2 1.1
H -3.155871 0.879459 7.286361 -1.5 -0.7 0.6
H -1.735809 1.550763 8.085842 -1.0 0.1 -0.1
H -3.025128 2.720008 7.605177 0.1 -1.0 -0.7
H -5.095343 1.148827 4.979102 -0.3 -0.3 0.5
H -3.676559 2.027632 4.583220 -0.1 0.1 -0.6
H -4.556214 0.919080 3.372223 0.3 0.4 -0.5
H -3.136966 -2.101682 4.415589 -0.3 0.6 0.7
H -4.407454 -1.256834 3.577111 0.0 0.0 0.2
H -4.649406 -1.493686 5.321673 0.6 -0.4 -0.5
C 3.294565 1.895201 1.438597 0.3 0.8 -0.3
N 3.805382 3.284898 1.445356 -0.6 -1.0 0.0
C 3.876040 3.942168 0.140835 0.9 1.1 -0.4
P 4.210907 4.108265 2.813795 1.9 0.2 -1.1
O 4.297235 5.534499 2.428126 0.1 0.2 0.7
N 3.258706 3.876624 4.117287 -0.9 -0.4 1.0
C 2.303423 4.918876 4.492821 -0.5 0.1 1.1
C 3.223583 2.607837 4.861682 -2.1 0.2 -0.4
N 5.640828 3.311455 3.307348 -3.0 1.6 1.7
C 6.154188 3.707992 4.631873 1.7 -0.3 -1.2
C 6.599582 2.810310 2.416787 1.4 -1.0 0.5
H 3.469084 1.569849 0.416809 -0.3 -0.5 0.1
H 2.240197 1.799440 1.715844 -0.2 0.3 -0.4
H 3.783332 1.226918 2.132264 0.7 0.0 0.2
H 4.795977 3.581015 -0.487892 -2.0 0.1 0.7
H 4.128350 5.016586 0.308849 -0.4 -0.8 0.0
H 2.863595 3.942373 -0.346029 1.2 -0.4 -0.1
H 2.255535 5.049253 5.601636 0.5 -0.3 -0.5
H 2.630931 5.896061 4.104530 -0.4 -0.6 -0.2
H 1.237482 4.667601 4.274845 0.7 0.2 -0.5
H 3.215770 2.769828 5.942666 0.2 0.3 0.0
H 2.248716 2.024680 4.649336 1.5 0.6 0.1
H 4.099599 2.057184 4.588560 0.2 -0.6 -0.1
H 6.765216 2.877322 4.997745 -0.2 -0.2 0.2
H 6.888383 4.528970 4.525443 -0.4 0.0 0.1
H 5.415743 3.960277 5.367442 -0.5 0.1 0.0
H 6.149817 2.327793 1.556606 -0.1 -0.4 0.1
H 7.200646 2.114151 3.079359 -0.2 0.3 -1.4
H 7.260728 3.568019 2.011419 0.4 0.4 0.0
C -0.806066 -3.409273 1.322699 -1.1 0.4 0.3
N 0.214958 -3.854444 2.212514 0.2 -0.4 -0.2
C -0.256696 -4.223044 3.517926 -0.8 2.7 0.7
P 1.792757 -3.527178 1.890618 0.9 0.7 0.0
O 2.380895 -2.222825 2.334563 -0.6 -1.0 -0.9
N 2.537010 -4.751363 2.734443 1.5 0.0 -0.2
C 4.031412 -4.606022 2.831600 -0.9 0.0 -0.4
C 2.169117 -6.165230 2.611104 -1.5 0.4 1.1
N 1.955633 -3.745936 0.190280 -0.9 -0.9 1.3
C 1.346843 -4.849998 -0.523629 -0.7 -0.9 0.7
C 1.984793 -2.673093 -0.726598 0.8 1.5 -0.3
H -1.403389 -2.563971 1.750337 0.4 -0.5 -0.2
H -1.505684 -4.238020 1.129362 0.1 0.3 -0.3
H -0.329043 -3.045135 0.433936 -0.2 0.1 -0.7
H 0.527989 -4.063185 4.216446 0.8 -0.4 0.7
H -0.646304 -5.220832 3.595682 -0.5 -0.4 0.0
H -0.986198 -3.389101 3.836337 0.4 -1.6 -0.3
H 4.459899 -5.008902 1.916560 0.3 0.1 -0.3
H 4.402121 -3.578906 2.993061 -0.6 -0.5 0.0
H 4.336277 -5.266223 3.619544 0.3 -0.1 0.6
H 2.232268 -6.686350 3.619402 0.2 0.6 -1.1
H 1.083237 -6.177476 2.330764 1.0 -0.4 0.0
H 2.788438 -6.681731 1.881042 0.0 -0.2 -0.1
H 0.340867 -4.625870 -0.953677 0.3 0.0 0.6
H 1.921781 -5.065514 -1.403538 0.7 -0.3 -0.4
H 1.295597 -5.754747 0.098484 -0.1 0.3 -0.3
H 2.720312 -2.931898 -1.514991 -0.1 0.7 0.3
H 2.160953 -1.735600 -0.201566 0.7 0.1 -0.2
H 1.032928 -2.517935 -1.222361 -0.6 -0.2 -0.3
C -0.849209 -6.080675 -5.064144 2.1 0.8 -0.5
N -0.224770 -4.758992 -4.752540 0.4 -1.2 0.2
C 1.238768 -4.758819 -4.637751 -0.7 -1.7 0.8
P -1.117685 -3.375178 -4.913445 0.7 -0.1 -1.2
O -0.248789 -2.202300 -4.624462 -0.7 -0.3 0.6
N -1.695443 -3.467864 -6.474919 0.0 -0.7 0.3
C -0.892926 -4.031103 -7.557726 0.2 1.1 1.1
C -2.834456 -2.712712 -6.882480 -0.5 1.8 -0.8
N -2.513838 -3.599461 -4.080866 0.5 1.7 0.0
C -2.615088 -3.058229 -2.749125 -0.7 -0.9 0.8
C -3.622946 -4.393197 -4.512582 0.3 -0.9 -0.2
H -0.043752 -6.851556 -5.129518 -0.5 0.7 -0.2
H -1.372216 -5.992192 -6.009047 -0.2 -0.4 -0.1
H -1.488261 -6.415772 -4.299231 -1.1 -0.2 1.0
H 1.586620 -5.543896 -3.893201 -0.5 1.0 -0.5
H 1.572665 -3.793554 -4.342393 0.3 0.7 0.2
H 1.689621 -5.067559 -5.563367 0.4 0.1 -0.7
H -0.215228 -4.728760 -7.095956 0.2 -0.5 -0.3
H -1.510704 -4.474785 -8.317995 -0.3 -0.3 -0.3
H -0.281321 -3.249245 -7.992432 0.2 0.2 -0.5
H -3.371001 -2.178012 -6.056789 0.3 -1.1 -0.5
H -2.529215 -1.847045 -7.503823 0.1 -0.3 0.0
H -3.490994 -3.314294 -7.540028 -0.1 0.2 0.6
H -3.525968 -2.472613 -2.607100 0.1 0.2 -0.2
H -2.692011 -3.886228 -2.019244 0.1 0.2 -0.1
H -1.761308 -2.468571 -2.473511 0.4 0.4 -0.1
H -3.491823 -4.711480 -5.561433 -0.1 0.0 0.7
H -4.575766 -3.871798 -4.442655 -0.1 0.1 0.2
H -3.590580 -5.256383 -3.839186 -0.8 -0.3 -0.3
C 0.428168 4.511866 -3.201686 0.1 0.0 1.1
N -0.988124 4.826986 -3.179733 -0.9 -0.1 1.2
C -1.446875 5.314216 -1.861100 1.3 2.3 -1.3
P -2.065312 3.840673 -3.996220 0.7 -0.3 -0.3
O -1.371163 3.217967 -5.128178 0.1 -0.1 -0.8
N -2.691038 2.663997 -3.036994 -0.4 1.5 1.8
C -3.501258 3.035309 -1.853238 0.5 -1.2 0.1
C -2.806556 1.300852 -3.390425 0.8 -0.9 -0.3
N -3.411847 4.778537 -4.210256 -0.3 -0.4 -0.5
C -3.318801 6.129949 -4.636265 0.6 1.3 -0.7
C -4.714744 4.122204 -4.521314 2.1 0.3 -0.4
H 0.589635 3.751868 -2.398025 0.6 1.0 0.0
H 1.053248 5.470264 -3.147576 -0.8 -1.5 0.2
H 0.640062 3.939187 -4.067446 0.3 -0.1 -1.2
H -2.453175 5.606210 -2.056866 -0.8 0.5 0.5
H -0.842867 6.244394 -1.660593 -0.6 -0.7 0.0
H -1.375445 4.739940 -0.950596 0.2 -1.0 -0.1
H -3.030038 2.597000 -0.892241 -0.9 0.9 -1.3
H -3.771507 4.096227 -1.796311 0.6 -0.4 0.1
H -4.433614 2.544540 -2.082533 -0.7 -0.4 0.7
H -2.577913 0.683361 -2.535437 0.1 -0.3 0.3
H -3.807214 0.978448 -3.692790 -0.2 0.3 -0.3
H -2.056979 1.099494 -4.153906 -0.3 -0.2 -0.2
H -2.489350 6.622058 -4.111125 0.1 -0.2 -0.7
H -3.340523 6.357751 -5.747527 0.5 -0.7 1.0
H -4.161253 6.648088 -4.269806 -1.4 0.7 0.5
H -5.055484 4.458533 -5.500800 -0.2 0.1 0.1
H -5.395516 4.378939 -3.736268 -0.8 -0.1 0.3
H -4.486159 3.064605 -4.596060 -0.6 -0.2 0.2
C 2.618453 -0.305179 -4.020738 0.4 1.0 0.8
C 2.451026 0.568646 -2.842171 0.3 -0.5 -2.0
N 2.317280 1.362697 -2.040797 -0.3 0.9 1.5
H 3.480897 -0.919465 -3.782183 -0.1 -0.5 -0.3
H 2.833223 0.315512 -4.912669 -0.2 -0.4 0.5
H 1.691541 -0.845374 -4.108327 -0.2 -0.6 -0.5
C -0.608363 0.658894 -0.632232 1.6 -1.0 0.8
C -1.772270 -0.150027 -0.332036 1.9 2.0 -0.3
N -2.772012 -0.666566 -0.259128 -2.4 -1.7 0.5
H -0.146921 0.193528 -1.492161 0.3 0.0 -0.3
H 0.158465 0.659388 0.181093 -0.7 -0.1 -0.5
H -0.813621 1.671295 -0.899414 -0.6 0.7 -0.1
```
Positions in Å, forces in eV/Å.



Density functional theory data (the ωB97M-V functional and the def2-TZVPD basis) for the molecule C6H7N3 in a non-equilibrium geometry.

Calculated values
**Kohn-Sham gap**: 9.04 eV
**LUMO**: 0.998 eV
**Relative energy (zero: lowest compared OMol25 entry of this formula, charge and spin)**: 4.628 eV

Structure (XYZ):
```
16
Properties=species:S:1:pos:R:3:forces:R:3
C -0.323467 0.060993 1.242043 -0.7 -0.2 0.9
C -2.252796 -0.816077 -0.071026 0.7 1.4 -2.5
C -1.024021 -1.074570 0.700880 0.2 -0.8 -0.9
C -1.049253 -1.233079 -0.932422 -0.5 1.9 3.2
C 1.578056 0.662884 -0.650010 1.2 0.2 -0.1
C 2.485600 1.490174 0.081433 -1.4 0.5 2.2
N 0.075853 0.972858 1.818458 0.0 -0.1 0.1
N -0.387154 -0.175439 -1.622920 -3.1 -0.9 -1.8
N 0.568770 0.311368 -1.071587 1.8 0.2 0.3
H -3.017430 -1.548260 0.014245 -0.7 -0.2 0.2
H -2.480210 0.238606 -0.305543 -0.4 -0.8 0.4
H -1.209993 -1.871883 1.423258 0.9 -0.1 -0.4
H -1.022478 -2.126540 -1.479987 0.0 -1.5 0.0
H 3.445525 1.076183 0.107630 1.5 -0.6 0.1
H 2.085981 1.599059 1.167266 0.6 0.1 -1.8
H 2.527016 2.433722 -0.421717 0.1 0.8 0.0
```
Positions in Å, forces in eV/Å.



Density functional theory data (the ωB97M-V functional and the def2-TZVPD basis) for the ion C8H17N2OS with charge +1 in a non-equilibrium geometry.

Calculated values
**Kohn-Sham gap**: 7.59 eV
**LUMO**: -5.352 eV
**Relative energy (zero: lowest compared OMol25 entry of this formula, charge and spin)**: 2.927 eV
**Net charge**: +1

Structure (XYZ):
```
29
Properties=species:S:1:pos:R:3:forces:R:3
C -0.318653 -0.944222 -1.686262 -1.1 -2.1 -0.3
C 0.553175 0.271277 -1.680743 0.1 0.2 1.8
C -0.160569 -1.101970 0.682887 -1.7 0.0 3.0
C -1.182130 -1.423045 1.788452 -1.2 1.8 -1.6
C 1.091875 -1.875421 1.020542 2.0 0.1 0.8
C 1.222101 2.584633 1.143975 1.4 -3.5 2.7
C -1.434972 1.081968 -3.309871 0.4 2.2 1.7
C 0.936063 1.074423 1.462391 -1.9 0.8 2.2
N -0.746285 -1.537781 -0.544762 1.2 1.7 0.5
N -0.020694 0.351660 0.660928 -0.7 1.3 -3.0
O -0.677337 -1.431908 -2.724984 0.5 0.1 -1.6
S 0.279568 1.588236 -2.615385 -1.4 -0.9 -0.7
H 1.478770 0.212366 -1.115078 0.2 0.0 -0.6
H -2.194492 -1.005568 1.687350 0.1 -0.3 -1.0
H -0.915884 -0.931538 2.636591 1.4 1.5 2.7
H -1.273383 -2.385582 2.112502 -0.1 -3.0 0.2
H 2.042874 -1.315359 0.596667 -1.7 -1.8 0.5
H 0.898751 -2.935802 0.656386 0.9 1.4 0.3
H 1.249380 -1.956173 2.165131 -0.2 0.3 -1.9
H 1.877586 2.992790 1.937989 -0.8 -0.1 -0.3
H 1.733887 2.671676 0.273160 1.7 0.2 -2.8
H 0.332213 3.037243 1.002701 -2.9 2.0 0.1
H -1.327040 0.289367 -3.999467 0.0 -1.1 0.0
H -1.755180 1.942711 -3.873141 -0.1 0.5 0.0
H -2.078439 1.006679 -2.383684 0.6 -0.5 -1.4
H 0.532041 0.963392 2.512849 0.6 0.6 -0.6
H 1.739309 0.441425 1.447491 2.8 -0.8 0.1
H -0.969008 -2.521484 -0.515994 -0.3 0.0 -0.8
H -0.913528 0.856007 0.661379 0.1 -0.7 0.0
```
Positions in Å, forces in eV/Å.